# 1
{
  "formula": "C14H18Cl2N2Pt",
  "method": "ωB97M-V with the def2-TZVPD basis set",
  "energy_ev": -46076.4349,
  "gap_ha": [0.2464, 0.2207],
  "spin_multiplicity": 5,
  "e_lumo_ev": [0.4072, -3.1612],
  "elements": ["Pt", "Cl", "Cl", "C", "H", "H", "C", "C", "H", "C", "H", "C", "H", "H", "C", "H", "H", "C", "H", "H", "H", "H", "N", "C", "N", "C", "C", "C", "C", "C", "C", "H", "H", "H", "H", "H", "H"],
  "positions_angstrom": [[2.091, -0.560, -0.382], [1.380, -2.606, -1.181], [3.022, 1.524, 0.063], [3.703, -1.459, 0.048], [4.644, -0.902, 0.305], [3.853, -2.565, -0.119], [-1.045, 1.123, -1.707], [0.157, 0.698, -1.987], [-1.206, 1.630, -0.751], [0.516, -0.026, -3.219], [0.978, 0.975, -1.275], [-0.600, -0.052, -4.304], [1.449, 0.332, -3.669], [0.700, -1.083, -3.008], [-2.025, -0.049, -3.725], [-0.444, 0.794, -4.986], [-0.452, -0.931, -4.950], [-2.186, 1.106, -2.700], [-2.735, 0.065, -4.554], [-2.195, -1.050, -3.296], [-2.114, 2.046, -3.281], [-3.186, 1.104, -2.231], [-0.482, -1.977, 3.019], [0.057, -1.922, 1.770], [0.386, -0.678, 1.420], [0.029, 0.139, 2.495], [0.201, 1.498, 2.718], [-0.175, 2.037, 3.954], [-0.688, 1.222, 4.988], [-0.872, -0.165, 4.779], [-0.514, -0.675, 3.530], [-0.808, -2.811, 3.504], [0.219, -2.798, 1.170], [0.651, 2.071, 1.908], [-0.070, 3.105, 4.142], [-0.945, 1.672, 5.962], [-1.292, -0.832, 5.549]],
  "atomic_forces_ev_per_a": [[-2.73, 1.54, 0.70], [-0.95, -0.98, -0.66], [-0.06, 0.86, -0.04], [4.80, -2.79, 1.37], [-0.96, -0.44, -0.22], [-0.20, 1.27, 0.24], [-1.51, 0.93, 0.56], [1.35, 0.08, 0.33], [-0.05, -0.07, -0.25], [-0.30, -0.99, -1.50], [-0.97, 0.01, -0.70], [0.40, 0.40, -0.19], [-0.08, 0.15, 0.12], [0.14, 0.19, 0.30], [0.40, 0.04, -0.03], [-0.27, 0.12, 0.22], [-0.07, 0.10, 0.28], [-0.01, -0.45, -0.58], [0.02, 0.00, 0.23], [-0.13, 0.45, 0.23], [-0.17, -0.23, 0.28], [0.51, -0.09, -0.05], [-0.11, 0.29, -0.01], [0.06, 1.31, 0.58], [0.22, -1.28, -0.09], [-0.10, -0.81, 1.01], [0.00, 0.28, -0.04], [0.00, -0.40, -0.10], [-0.15, -0.79, -0.30], [-0.12, 0.55, 0.23], [0.40, 0.28, -0.54], [0.21, 0.40, -0.39], [0.03, -0.04, -0.17], [-0.10, 0.22, 0.31], [0.08, -0.30, -0.13], [0.13, -0.34, -0.67], [0.30, 0.51, -0.35]]
}


# 2
{
  "formula": "C14H18Cl3N3O6P",
  "method": "ωB97M-V with the def2-TZVPD basis set",
  "energy_ev": -78422.2392,
  "gap_ha": 0.2477,
  "e_lumo_ev": 1.9498,
  "charge": -1,
  "elements": ["C", "N", "C", "N", "O", "C", "N", "C", "C", "C", "C", "C", "C", "C", "C", "C", "C", "O", "O", "P", "O", "O", "O", "H", "H", "H", "H", "H", "H", "H", "H", "H", "H", "H", "H", "H", "H", "H", "H", "H", "C", "Cl", "Cl", "Cl", "H"],
  "positions_angstrom": [[0.821, -3.176, 1.104], [2.191, -2.724, 0.820], [2.212, -1.466, 0.084], [1.672, -0.347, 0.860], [2.552, -0.091, 1.945], [2.019, -0.531, 3.051], [1.817, -1.174, 4.007], [1.373, 0.860, 0.076], [-0.134, 0.797, -0.366], [-1.080, 0.291, 0.712], [-0.961, 0.574, 2.064], [-1.859, 0.120, 3.008], [-2.941, -0.657, 2.628], [-3.064, -0.988, 1.290], [-2.163, -0.532, 0.334], [-2.438, -0.986, -1.105], [1.597, 2.217, 0.871], [0.594, 2.917, 1.156], [2.745, 2.570, 1.151], [2.384, 1.040, -1.492], [3.827, 0.942, -1.309], [2.084, 2.565, -2.022], [1.818, 0.061, -2.690], [0.331, -3.365, 0.137], [0.272, -2.458, 1.732], [0.904, -4.165, 1.581], [2.760, -2.656, 1.655], [3.269, -1.315, -0.196], [1.567, -1.624, -0.791], [-0.418, 1.795, -0.723], [-0.188, 0.099, -1.215], [-0.133, 1.179, 2.429], [-1.765, 0.377, 4.063], [-3.677, -0.999, 3.356], [-3.911, -1.603, 0.978], [-2.941, -0.215, -1.734], [-3.048, -1.900, -1.035], [-1.479, -1.315, -1.534], [1.180, 2.615, -2.369], [1.279, 0.597, -3.290], [-1.903, 2.578, -3.903], [-1.280, 3.856, -2.859], [-0.661, 2.044, -5.047], [-2.489, 1.210, -2.938], [-2.733, 2.981, -4.469]],
  "atomic_forces_ev_per_a": [[0.77, -0.44, 0.10], [-0.48, 0.31, -0.52], [0.82, -1.26, 0.87], [-0.93, 0.05, -1.28], [0.21, 0.43, 0.79], [0.77, -1.82, 0.64], [-0.22, 1.43, -1.03], [-1.04, 0.33, -0.74], [0.67, -0.65, 0.34], [-0.74, -0.39, -0.64], [0.82, 0.47, 0.53], [-0.58, -0.16, 0.47], [-0.01, -0.04, -0.05], [-0.49, -0.13, 0.17], [-0.22, 0.11, -0.59], [0.37, -0.50, 0.86], [0.32, 2.45, 1.17], [-0.80, -1.15, -0.79], [0.79, -1.25, -0.49], [1.27, 1.54, 0.45], [0.18, -0.85, -0.08], [-0.85, -1.38, -0.22], [-0.28, 0.84, 0.60], [-0.10, 0.33, 0.31], [-0.20, -0.33, -0.22], [-0.23, 0.42, 0.13], [-0.13, -0.03, 0.02], [-0.44, 0.38, -0.17], [0.21, 0.47, 0.10], [0.02, -0.16, 0.27], [-0.12, 0.22, 0.19], [-0.23, 0.01, -0.32], [0.28, 0.03, -0.30], [0.20, 0.04, -0.15], [0.26, 0.12, -0.01], [0.23, -1.47, 1.11], [-0.07, 0.43, -0.25], [-0.42, 0.31, -0.38], [-0.02, 0.51, 0.16], [0.02, -0.33, -0.12], [-0.20, 0.06, 0.09], [0.03, -0.10, 0.00], [0.01, -0.02, 0.04], [0.49, 1.21, -1.01], [0.07, -0.02, -0.04]]
}


# 3
{
  "formula": "C14H18ClF6N2O5",
  "method": "ωB97M-V with the def2-TZVPD basis set",
  "energy_ev": -56851.4831,
  "gap_ha": 0.2321,
  "e_lumo_ev": 2.0461,
  "charge": -1,
  "smiles": "CCCCN[C@H](C(=O)[O-])N(C[C@H](C)Cl)C(=O)C(F)(F)C(F)(F)C(F)(F)C(=O)O",
  "elements": ["C", "C", "C", "C", "N", "C", "C", "O", "O", "N", "C", "C", "C", "Cl", "C", "O", "C", "F", "F", "C", "F", "F", "C", "F", "F", "C", "O", "O", "H", "H", "H", "H", "H", "H", "H", "H", "H", "H", "H", "H", "H", "H", "H", "H", "H", "H"],
  "positions_angstrom": [[0.537, 3.361, 2.349], [0.810, 4.155, 0.947], [-0.214, 3.677, -0.200], [0.401, 2.515, -1.170], [0.506, 1.241, -0.402], [1.316, 0.204, -1.106], [1.432, 0.474, -2.710], [2.599, 0.788, -3.181], [0.383, 0.360, -3.596], [0.924, -1.209, -0.767], [1.477, -2.183, -1.752], [1.557, -3.707, -1.165], [2.604, -3.623, 0.078], [2.265, -4.899, -2.375], [-0.527, -1.359, -0.563], [-1.310, -0.910, -1.439], [-1.203, -2.115, 0.696], [-0.135, -2.909, 1.280], [-2.187, -3.090, 0.290], [-1.712, -1.150, 1.867], [-2.276, -1.940, 2.916], [-0.608, -0.441, 2.469], [-2.785, -0.027, 1.445], [-2.084, 1.153, 1.105], [-3.521, 0.293, 2.658], [-3.887, -0.482, 0.376], [-4.022, 0.221, -0.663], [-4.746, -1.604, 0.499], [0.623, 4.110, 3.216], [-0.551, 2.975, 2.306], [1.302, 2.526, 2.506], [1.871, 3.875, 0.589], [0.674, 5.290, 1.070], [-1.262, 3.404, 0.177], [-0.366, 4.590, -0.901], [1.426, 2.940, -1.512], [-0.343, 2.456, -2.055], [1.060, 1.465, 0.452], [2.403, 0.322, -0.715], [0.751, -2.241, -2.641], [2.562, -1.944, -2.077], [0.529, -4.095, -0.859], [2.293, -2.768, 0.796], [2.691, -4.611, 0.652], [3.626, -3.285, -0.354], [-4.883, -1.804, 1.464]],
  "atomic_forces_ev_per_a": [[-0.27, 1.02, -0.50], [-0.57, -1.03, 0.07], [0.58, 0.45, -1.17], [-1.05, 1.99, 0.46], [1.00, -0.13, -0.21], [1.62, 1.03, -0.91], [-0.95, 0.41, -5.71], [-2.47, -0.85, 2.67], [3.51, 0.12, 4.93], [-1.25, -0.38, 1.17], [-0.36, -2.27, -1.08], [0.82, 1.60, 1.94], [-0.20, 0.49, -0.25], [-0.63, 0.91, 0.49], [-1.84, 1.86, -4.57], [2.02, -1.97, 4.11], [2.30, -2.17, 0.30], [-2.44, 1.51, -0.76], [2.03, 2.84, 1.03], [0.50, 0.36, 1.90], [1.01, 1.41, -2.33], [-2.44, -1.98, -1.69], [-0.04, 1.09, 1.71], [-2.15, -3.13, 0.38], [1.32, -0.65, -2.31], [-1.58, 2.54, -5.08], [0.85, -3.00, 4.83], [1.85, 1.98, 2.00], [-0.08, -1.24, -1.11], [1.90, 0.35, 0.31], [-1.29, 1.05, -0.17], [-1.56, 0.88, 0.51], [0.49, -1.75, 0.01], [1.62, 0.25, -0.29], [0.21, -1.48, 1.04], [-1.58, -0.92, 0.24], [1.59, -0.45, 1.37], [-0.80, -0.20, -0.81], [-1.56, -0.55, -0.89], [1.41, 0.42, 0.86], [-2.04, 0.15, 0.55], [1.52, 0.42, -0.46], [0.28, -1.57, -1.22], [-0.04, 1.43, -0.92], [-1.63, -0.87, 0.66], [0.37, 0.07, -1.09]]
}


# 4
{
  "formula": "C14H18ClO2S3W",
  "method": "ωB97M-V with the def2-TZVPD basis set",
  "energy_ev": -65751.7521,
  "gap_ha": [0.2597, 0.2782],
  "spin_multiplicity": 3,
  "e_lumo_ev": [-3.5926, -3.9245],
  "charge": 1,
  "elements": ["W", "C", "C", "S", "C", "C", "S", "C", "C", "S", "H", "H", "H", "H", "H", "H", "H", "H", "H", "H", "H", "H", "Cl", "C", "C", "C", "C", "O", "C", "C", "O", "C", "H", "H", "H", "H", "C", "H", "H"],
  "positions_angstrom": [[-0.340, 0.217, -0.217], [-1.627, -2.334, 2.585], [-2.684, -2.271, 1.487], [-2.379, -1.270, -0.012], [-1.897, -2.465, -1.279], [-0.577, -3.166, -1.029], [0.784, -1.992, -0.725], [1.699, -2.781, 0.640], [1.160, -2.660, 2.051], [-0.343, -3.597, 2.420], [-2.155, -2.582, 3.507], [-1.160, -1.366, 2.744], [-3.597, -1.830, 1.887], [-2.947, -3.266, 1.126], [-1.885, -1.880, -2.202], [-2.697, -3.198, -1.393], [-0.305, -3.777, -1.888], [-0.647, -3.801, -0.149], [2.694, -2.340, 0.575], [1.789, -3.820, 0.318], [0.979, -1.616, 2.303], [1.937, -3.019, 2.727], [1.916, 6.918, -2.266], [1.631, 5.248, -1.918], [2.688, 4.327, -2.034], [2.505, 2.992, -1.772], [1.252, 2.518, -1.367], [1.115, 1.217, -1.137], [0.193, 3.439, -1.255], [-1.125, 3.050, -0.919], [-1.506, 1.901, -0.588], [0.398, 4.811, -1.545], [3.661, 4.689, -2.339], [3.317, 2.285, -1.871], [-1.907, 3.812, -0.956], [-0.429, 5.507, -1.467], [0.068, 0.557, 1.625], [1.083, 0.850, 1.907], [-0.662, 0.694, 2.426]],
  "atomic_forces_ev_per_a": [[0.26, 0.24, 0.65], [-0.14, 0.08, 0.02], [-0.01, -0.11, -0.01], [0.03, 0.24, 0.05], [-0.03, -0.11, -0.07], [-0.03, -0.09, 0.07], [-0.01, 0.14, -0.06], [0.02, -0.08, -0.10], [0.04, 0.18, -0.05], [-0.01, -0.17, -0.04], [0.00, -0.02, 0.00], [0.01, -0.02, -0.03], [0.01, 0.01, 0.05], [0.00, -0.01, 0.02], [0.04, 0.00, -0.02], [0.00, -0.01, 0.05], [0.01, 0.03, -0.02], [-0.01, -0.04, 0.02], [0.00, 0.03, 0.02], [0.03, -0.01, 0.09], [0.02, 0.01, -0.02], [-0.01, -0.08, 0.01], [-0.01, -0.07, 0.01], [0.12, 0.02, -0.04], [0.11, 0.04, -0.03], [0.06, 0.13, -0.06], [0.13, -0.57, 0.03], [-0.06, 0.37, -0.07], [-0.32, 0.25, 0.02], [-0.07, -0.08, 0.02], [0.06, -0.08, -0.08], [-0.02, -0.02, 0.01], [-0.01, 0.00, 0.00], [0.00, 0.01, 0.00], [0.01, 0.03, -0.03], [0.00, -0.03, 0.01], [-0.32, -0.22, -0.52], [0.00, 0.01, 0.01], [0.08, 0.02, 0.05]]
}


# 5
{
  "formula": "C14H18F6N5O6RhS4",
  "method": "ωB97M-V with the def2-TZVPD basis set",
  "energy_ev": -97178.1226,
  "gap_ha": [0.2549, 0.1863],
  "spin_multiplicity": 5,
  "e_lumo_ev": [-6.3378, -8.9981],
  "charge": 2,
  "elements": ["Rh", "O", "C", "C", "C", "C", "C", "C", "C", "O", "N", "N", "C", "S", "C", "C", "S", "H", "H", "H", "H", "H", "H", "H", "H", "H", "F", "C", "F", "F", "S", "O", "O", "N", "S", "O", "O", "C", "F", "F", "F", "N", "C", "C", "N", "H", "H", "H", "H", "H", "H", "H", "H", "H"],
  "positions_angstrom": [[0.490, 1.076, -0.684], [-0.449, 1.538, 3.592], [0.388, 0.622, 4.095], [0.267, 0.207, 5.440], [1.127, -0.760, 5.893], [2.323, -1.079, 5.187], [2.380, -0.756, 3.875], [1.481, 0.187, 3.309], [1.491, 0.513, 1.889], [0.487, 1.247, 1.373], [2.433, 0.144, 1.048], [2.240, 0.701, -0.124], [3.342, 0.973, -0.878], [3.380, 2.444, -1.745], [4.441, 1.827, -3.072], [5.393, 0.784, -2.502], [4.574, -0.206, -1.290], [-0.169, 1.602, 2.600], [-0.475, 0.619, 6.171], [0.711, -1.294, 6.802], [3.168, -1.586, 5.672], [3.024, -1.324, 3.205], [4.987, 2.685, -3.500], [3.770, 1.396, -3.831], [6.276, 1.274, -2.103], [5.813, 0.150, -3.317], [1.781, -1.320, -4.106], [0.831, -1.731, -3.221], [0.505, -3.028, -3.608], [1.400, -1.827, -1.974], [-0.573, -0.470, -3.133], [0.176, 0.701, -2.618], [-1.127, -0.350, -4.466], [-1.451, -1.047, -2.012], [-2.428, -1.833, -1.161], [-1.990, -2.010, 0.200], [-3.789, -1.344, -1.314], [-2.610, -3.461, -2.015], [-1.556, -4.298, -1.751], [-3.778, -3.951, -1.571], [-2.802, -3.256, -3.304], [-4.984, 0.544, 0.250], [-3.978, 1.527, -0.255], [-2.597, 1.187, 0.283], [-1.589, 1.870, -0.592], [-5.939, 0.840, 0.113], [-4.827, 0.294, 1.263], [-4.824, -0.319, -0.376], [-4.308, 2.526, 0.045], [-4.075, 1.500, -1.355], [-2.353, 0.119, 0.196], [-2.483, 1.572, 1.323], [-1.583, 2.851, -0.412], [-1.943, 1.734, -1.532]],
  "atomic_forces_ev_per_a": [[-2.97, 1.01, -0.48], [0.89, -1.40, 0.63], [-1.17, 2.79, 0.76], [-0.50, -0.01, 0.51], [-1.19, 0.07, 1.40], [-0.09, -0.76, 0.84], [0.14, 0.37, -1.48], [0.57, -1.94, -1.37], [-1.25, 0.56, -0.55], [0.46, -0.57, 2.44], [1.15, -1.27, 2.43], [4.79, 1.19, -0.73], [0.02, -1.49, -0.72], [-0.21, -0.02, 0.13], [-0.12, 0.02, -0.65], [1.08, 0.62, -1.19], [-1.07, 0.02, 1.06], [-0.40, 0.20, 0.17], [0.32, -0.53, -1.33], [1.56, 0.72, -0.74], [-0.74, -0.27, -0.28], [0.47, 0.72, 0.20], [-0.25, -0.40, 0.15], [0.28, 0.17, 0.18], [0.01, 0.06, 0.50], [-0.65, 0.14, 0.55], [-1.23, 0.00, 1.21], [1.58, -2.24, -0.63], [-0.16, 2.77, 0.89], [-0.72, 0.34, -1.33], [-0.35, -1.87, -2.23], [-0.78, -0.49, -2.09], [0.71, 0.02, 2.29], [1.59, 1.60, -0.84], [-1.48, -1.52, 0.65], [0.17, 0.07, -0.75], [0.08, 0.67, 0.02], [-0.33, -1.11, 0.55], [-1.72, 1.28, -0.59], [1.05, -0.43, 0.41], [1.02, 0.02, -0.16], [0.73, -1.52, 0.12], [-0.79, 0.46, -0.07], [0.82, 0.69, -0.28], [-0.92, -0.49, 0.33], [-0.42, 0.29, 0.11], [-0.33, 0.21, -1.29], [0.05, 0.40, 1.01], [0.19, -0.10, 0.10], [0.37, -0.19, 0.46], [-0.41, 0.52, 0.66], [-0.01, -0.57, -0.66], [-0.09, 0.92, 0.06], [0.25, 0.26, -0.37]]
}


# 6
{
  "formula": "C14H18N",
  "method": "ωB97M-V with the def2-TZVPD basis set",
  "energy_ev": -16294.1127,
  "gap_ha": 0.3119,
  "e_lumo_ev": -4.3701,
  "charge": 1,
  "smiles": "CCC[C@H](C)c1c[nH+]cc2ccccc12",
  "elements": ["C", "C", "C", "C", "C", "C", "C", "N", "C", "C", "C", "C", "C", "C", "C", "H", "H", "H", "H", "H", "H", "H", "H", "H", "H", "H", "H", "H", "H", "H", "H", "H", "H"],
  "positions_angstrom": [[4.386, 0.033, -0.074], [3.382, -0.071, -1.271], [2.062, -0.725, -0.774], [0.868, 0.259, -0.624], [1.205, 1.439, 0.347], [-0.400, -0.516, -0.196], [-0.410, -1.878, -0.094], [-1.529, -2.583, 0.289], [-2.664, -2.000, 0.618], [-2.791, -0.602, 0.551], [-4.036, -0.007, 0.914], [-4.149, 1.355, 0.845], [-3.049, 2.135, 0.379], [-1.844, 1.559, 0.026], [-1.660, 0.154, 0.121], [5.071, 0.888, -0.189], [3.848, 0.209, 0.877], [4.937, -0.910, 0.074], [3.849, -0.760, -1.996], [3.242, 0.888, -1.791], [2.214, -1.310, 0.150], [1.760, -1.463, -1.547], [0.645, 0.648, -1.635], [0.912, 2.371, -0.171], [0.606, 1.424, 1.272], [2.273, 1.534, 0.567], [0.461, -2.494, -0.312], [-1.498, -3.598, 0.331], [-3.535, -2.589, 0.920], [-4.850, -0.650, 1.263], [-5.099, 1.798, 1.157], [-3.141, 3.219, 0.291], [-1.066, 2.238, -0.317]],
  "atomic_forces_ev_per_a": [[-0.41, 0.50, 0.08], [0.63, -0.84, 0.97], [-0.47, -0.03, -1.24], [0.16, -0.71, 0.50], [-0.68, 0.59, -0.67], [-0.71, 0.30, 0.27], [0.51, -0.21, -0.15], [-0.22, 0.06, 0.11], [-0.62, 0.57, 0.01], [0.25, -0.56, 0.02], [0.53, 0.22, -0.07], [-0.21, -0.14, 0.08], [-0.08, -0.26, 0.04], [-0.39, 0.29, 0.03], [0.30, 0.35, -0.16], [0.01, -0.55, -0.05], [0.20, -0.04, -0.42], [-0.08, 0.46, -0.23], [-0.29, 0.41, 0.11], [-0.17, -0.25, 0.34], [0.14, 0.42, -0.19], [0.11, 0.27, 0.36], [0.13, -0.01, 0.42], [0.34, -0.25, 0.39], [0.46, -0.21, -0.21], [-0.37, -0.26, -0.01], [-0.40, 0.20, 0.11], [0.23, 0.21, -0.05], [0.57, -0.13, -0.13], [0.27, 0.32, -0.17], [0.49, 0.13, -0.24], [-0.09, -0.37, 0.09], [-0.13, -0.48, 0.05]]
}